DFT (ωB97M-V with the def2-TZVPD basis set) results for a structure of composition C37H48N10O6S.

As for the charge: -2. The calculation puts the HOMO-LUMO gap at 7.53 eV. Its largest force on an atom is 11.80 eV Å⁻¹. The total energy comes out at -2835.1764 Eh. The value obtained for the energy above the lowest of the compared OMol25 structures with the same formula, charge and spin is 2.649 eV.

Structure (XYZ):
```
102
Properties=species:S:1:pos:R:3:forces:R:3
S -8.027032 -34.067450 -39.041753 -4.8 -1.9 -0.7
O -6.657985 -33.754486 -39.234121 2.4 2.9 0.1
O -8.839895 -32.970028 -38.516410 1.5 -0.4 0.1
O -8.546385 -34.549592 -40.304059 -0.6 0.4 -1.4
O -8.084941 -35.215824 -38.158102 -0.1 -0.3 0.9
N -7.874317 -36.412091 -42.199764 1.1 1.4 1.4
C -8.632941 -37.096661 -43.039614 -1.2 -4.4 -4.3
C -7.813438 -38.036094 -43.950543 2.0 4.3 4.5
C -6.323986 -37.650173 -43.492756 -3.5 0.0 1.7
C -6.492308 -36.600116 -42.405305 -3.0 -5.1 -4.6
H -8.296649 -35.862992 -41.349476 1.3 -0.8 -2.0
H -9.824163 -37.072070 -43.110910 3.0 0.1 0.7
H -8.170089 -38.782731 -44.684890 0.3 0.8 0.7
H -5.414998 -38.371036 -43.669044 -1.7 2.1 0.2
H -5.774708 -36.037008 -41.961470 1.8 1.4 1.6
N -8.273617 -37.769794 -38.025192 -0.8 2.4 -1.2
C -9.106075 -38.435698 -37.186496 0.8 -4.5 -2.3
C -9.119737 -39.902863 -37.725846 2.1 2.8 -1.2
C -8.232495 -39.942427 -38.948690 -1.6 6.9 3.7
C -7.807229 -38.446085 -39.120467 -1.2 -3.5 1.5
H -8.262205 -36.592439 -38.067302 0.1 -3.7 0.0
H -9.568540 -37.853288 -36.394387 -0.1 -0.7 0.0
H -9.564254 -40.865494 -37.378752 0.2 1.4 0.2
H -7.909359 -40.796365 -39.443901 0.3 -1.1 -1.0
H -7.353300 -37.797628 -39.886601 0.1 -1.1 0.3
N -9.153876 -30.440731 -38.951485 -1.6 9.5 -1.7
C -10.167568 -29.582250 -38.552620 2.3 3.7 -1.4
C -9.842309 -28.141558 -38.936677 0.0 -3.3 0.0
C -8.568303 -28.340855 -39.666845 2.3 -0.5 0.4
C -8.135524 -29.778562 -39.602311 -6.4 5.9 2.1
H -9.019155 -31.298898 -38.711374 0.5 -6.4 1.9
H -10.944842 -29.889206 -37.924760 -1.1 -0.6 0.6
H -10.564400 -27.150062 -38.705833 2.5 -3.1 -0.8
H -7.764031 -27.503088 -40.009617 -2.4 -2.1 0.7
H -7.433981 -30.399034 -39.899320 3.9 -1.9 -1.9
N -5.363082 -32.191539 -37.424868 2.4 0.2 6.6
C -5.218910 -32.826565 -36.161187 5.5 10.5 -0.3
C -4.315488 -31.897889 -35.362916 -1.0 -0.1 -3.2
C -3.969041 -30.693187 -36.192212 -6.5 -8.8 -3.7
C -4.713774 -31.048262 -37.532898 3.1 3.8 2.5
H -5.808178 -32.699417 -38.053270 -2.4 -1.9 -4.0
H -5.447880 -33.707649 -35.865422 -2.0 -5.8 1.2
H -3.824591 -32.119391 -34.382151 -0.9 0.1 -1.0
H -3.416582 -29.938351 -35.892637 2.5 3.7 0.9
H -4.708086 -30.417809 -38.474583 -0.2 -1.1 1.3
N -7.865025 -35.081293 -35.696495 -0.3 0.5 1.1
C -7.345321 -35.969901 -34.794672 -0.8 3.6 3.1
C -7.371311 -35.282250 -33.456665 -1.2 1.1 -5.2
C -7.914519 -33.961660 -33.696477 -1.0 0.2 -2.3
C -8.266306 -33.863041 -35.228172 1.6 -1.8 5.2
H -7.987488 -35.189611 -36.708061 0.4 -0.5 0.5
H -6.993647 -36.913052 -35.105039 0.3 -0.8 -0.2
H -7.059295 -35.649730 -32.526735 0.4 -0.6 0.9
H -8.113295 -33.171250 -32.867312 0.4 -1.5 -1.9
H -8.743619 -33.157026 -35.913188 0.4 -0.1 0.6
N -11.420640 -32.537755 -38.019825 2.5 0.7 0.8
C -11.815328 -32.374851 -36.651522 -3.5 1.4 -3.1
C -13.275345 -31.947701 -36.813109 2.7 -0.6 -2.1
C -13.680221 -31.920270 -38.282129 8.4 -1.1 2.1
C -12.312360 -32.167377 -38.994427 -3.3 -0.5 2.7
H -10.331792 -32.693212 -38.233884 -3.2 0.0 0.4
H -11.033812 -32.373475 -35.797393 -1.8 -0.2 -1.7
H -13.844757 -31.539723 -35.990632 -0.2 -0.4 0.0
H -14.431088 -31.544722 -38.877307 -2.0 0.7 -0.4
H -12.026068 -32.140400 -40.090045 -0.5 -0.3 1.6
N -4.565980 -34.991183 -39.165958 -1.7 -2.5 1.9
C -4.478286 -35.926809 -38.090309 1.1 0.0 -0.5
C -3.098188 -36.447297 -38.068717 -2.2 2.5 -4.6
C -2.434077 -35.995691 -39.419184 -2.7 2.1 1.0
C -3.527454 -35.049948 -40.054435 1.7 -2.0 3.6
H -5.650434 -34.438809 -39.081911 3.4 -1.6 -1.3
H -5.576843 -36.241498 -37.549669 3.8 1.1 -1.2
H -2.658167 -37.064452 -37.332692 0.3 -0.6 0.4
H -1.284918 -36.065072 -39.723848 -3.0 0.1 0.7
H -3.747496 -34.400068 -40.905374 1.2 -0.5 -0.1
N -10.346764 -33.518546 -42.114490 2.4 2.3 1.4
C -10.472352 -32.102362 -42.030595 -5.2 -2.9 -7.1
C -11.436423 -31.794190 -43.227280 1.8 -0.8 2.4
C -11.719562 -33.076054 -43.903493 3.3 0.1 4.9
C -10.961599 -34.153509 -43.093315 -3.5 5.1 -3.7
H -9.455593 -33.889560 -41.765279 -0.8 -0.2 0.7
H -10.058319 -31.432182 -41.378233 1.2 1.0 1.7
H -11.829901 -30.684493 -43.433059 0.9 -2.9 0.3
H -12.295852 -33.172601 -44.771712 -0.8 -0.4 -0.9
H -10.910036 -35.175084 -43.329631 0.3 -1.0 0.1
N -6.141773 -32.162173 -41.342136 2.6 0.2 -0.5
C -4.714817 -31.884868 -41.331988 -3.3 1.6 -5.0
C -4.444891 -31.245830 -42.680694 -0.2 -2.1 3.5
C -5.749946 -31.255704 -43.434025 0.5 0.1 0.8
C -6.757627 -31.827158 -42.515291 1.5 0.5 -2.5
H -6.488723 -32.809540 -40.630923 -0.2 0.5 -0.5
H -4.114317 -32.270534 -40.528148 0.2 0.3 0.1
H -3.281041 -31.030817 -42.808288 -3.1 -0.1 -0.6
H -5.892610 -30.851280 -44.578005 0.2 -1.2 3.4
H -7.836439 -32.130123 -42.794645 2.0 0.7 0.8
C -11.091693 -35.969849 -39.160887 -4.1 1.5 4.0
N -12.413151 -36.697530 -39.368484 0.8 0.4 -2.4
O -13.006351 -36.664316 -40.505013 1.6 -0.1 3.4
O -12.751669 -37.271708 -38.379270 -1.6 -0.9 0.1
H -11.190513 -35.120472 -39.713687 0.1 2.5 -1.5
H -10.275687 -36.473651 -39.391300 3.3 -3.0 -1.5
H -11.031859 -35.726638 -38.023900 -0.3 -0.4 -2.1
```
Forces are in eV/Å.

DFT (ωB97M-V with the def2-TZVPD basis set) results for a structure of composition C37H48N9Ti.

As for the charge: +1. Its spin multiplicity is 3. The calculation puts the HOMO-LUMO gap (spin up / spin down) at 5.52 / 7.62 eV. Its largest force on an atom is 1.53 eV Å⁻¹. The total energy comes out at -2780.8275 Eh.

Structure (XYZ):
```
95
Properties=species:S:1:pos:R:3:forces:R:3
Ti 0.192180 0.400629 0.578472 1.5 0.2 -0.4
C 3.354987 0.383706 1.758811 -0.1 -0.1 0.0
N 2.441417 1.273605 1.036084 -0.2 0.1 -0.2
C 3.065304 1.667337 -0.239053 0.0 -0.1 0.3
C 2.264274 2.513585 1.817997 -0.1 -0.2 0.0
C 1.026292 3.260308 1.417419 -0.1 -0.1 0.0
C 0.953625 4.608401 1.767256 0.1 0.0 0.0
C -0.176389 5.347895 1.463473 -0.1 0.0 0.0
C -1.217479 4.723972 0.783472 0.1 0.0 0.1
C -1.117356 3.379477 0.449206 0.0 0.0 -0.1
C -0.013619 2.563967 0.764634 0.1 0.8 0.2
H 4.282207 0.899373 2.020206 0.1 0.0 0.0
H 3.599112 -0.472455 1.132835 0.0 0.0 0.0
H 2.878137 0.032214 2.672228 0.0 0.0 0.1
H 3.960141 2.263742 -0.053475 0.1 0.1 0.0
H 2.373591 2.254460 -0.831953 -0.2 0.1 -0.1
H 3.358658 0.786356 -0.786293 0.1 -0.2 -0.1
H 3.145258 3.137564 1.683929 0.3 0.2 0.0
H 2.235116 2.249199 2.871267 0.0 -0.1 0.2
H 1.790022 5.081215 2.284290 -0.1 -0.1 -0.1
H -0.242577 6.393413 1.744529 0.0 -0.1 0.0
H -2.107234 5.285627 0.515013 0.1 0.0 0.0
H -1.958292 2.958999 -0.089343 -0.1 -0.1 0.0
C 0.268031 0.428853 4.924603 0.0 -0.2 0.5
C 0.242523 0.840310 3.627986 -0.1 -0.2 -0.5
N 0.018127 -0.003475 2.567684 0.0 -0.9 0.9
C -0.372227 -1.303031 2.922614 0.1 0.6 -0.2
C -0.388492 -1.776080 4.240384 -0.2 -0.4 0.5
C -0.007756 -0.917613 5.253094 0.1 0.3 0.3
C -0.873743 -3.127590 4.495665 0.4 0.8 0.7
C -1.351332 -3.889584 3.518313 -0.3 -0.4 -0.9
C -1.362808 -3.400020 2.151433 0.2 0.0 0.6
C -1.865938 -4.106576 1.092699 -0.3 -0.5 -0.5
C -1.809655 -3.552830 -0.187899 -0.1 -0.2 -0.2
C -1.223883 -2.315118 -0.360618 -0.2 -0.4 -0.6
N -0.728080 -1.593656 0.626316 0.0 0.0 1.4
C -0.829879 -2.117408 1.886204 0.1 0.0 -0.2
H 0.479523 1.161950 5.697928 -0.1 -0.2 -0.1
H 0.352919 1.884062 3.383700 0.0 0.0 -0.1
H 0.003574 -1.263095 6.283762 0.0 0.1 -0.2
H -0.873447 -3.490589 5.518967 0.1 0.1 -0.1
H -1.741375 -4.882551 3.729019 0.0 0.1 -0.1
H -2.296898 -5.091338 1.258383 0.0 0.1 -0.1
H -2.192375 -4.086198 -1.051006 0.0 0.0 0.1
H -1.101692 -1.904195 -1.352133 -0.1 0.0 -0.1
C 3.214535 0.476298 -3.370317 0.1 -0.2 0.0
N 2.950354 -0.865212 -2.857905 0.4 0.1 -0.1
C 3.600363 -1.948463 -3.587542 -0.1 0.1 0.0
C 2.247603 -1.095444 -1.704511 -0.3 0.1 -0.3
N 1.100766 -0.513245 -1.401830 -0.6 0.4 -0.1
C 0.295846 0.147700 -2.403538 0.2 -0.2 0.0
C 0.486353 0.092394 -3.797119 -0.1 0.0 0.0
C -0.194566 0.925854 -4.671779 0.0 -0.1 0.0
C -1.090262 1.864440 -4.175351 0.0 0.0 -0.2
C -1.416728 1.811083 -2.837813 -0.1 0.3 0.2
C -0.823855 0.893840 -1.973378 -0.3 0.0 0.3
N -1.398425 0.606970 -0.689941 -0.6 0.3 -1.0
C -2.697359 0.407891 -0.607033 0.0 -0.2 -0.4
N -3.302934 0.178884 0.584096 -0.3 0.1 0.3
C -2.911229 0.734197 1.876963 -0.4 -0.3 -0.3
C -4.429945 -0.747801 0.671002 0.1 0.2 0.1
N -3.536670 0.340799 -1.703418 0.0 -0.2 0.1
C -4.862312 0.942749 -1.667949 0.1 -0.1 0.0
C -3.255890 -0.438276 -2.903194 -0.1 0.1 0.1
N 2.822339 -1.992928 -0.867532 0.1 -0.2 0.3
C 4.275949 -2.142833 -0.801202 -0.1 -0.1 0.0
C 2.076230 -2.768073 0.122560 0.3 0.1 -0.2
H 3.064247 0.497484 -4.449883 0.0 0.0 0.0
H 4.247340 0.767084 -3.163930 0.1 0.0 0.0
H 2.549176 1.205962 -2.929086 0.0 0.0 0.1
H 3.308501 -1.888837 -4.639485 0.0 0.0 0.0
H 3.278771 -2.911897 -3.199565 0.0 0.0 0.0
H 4.691467 -1.894133 -3.543442 0.0 0.0 0.0
H 1.192293 -0.615654 -4.204584 -0.1 0.1 0.0
H 0.004172 0.859335 -5.738658 0.0 0.0 0.2
H -1.569285 2.588207 -4.829668 0.1 -0.1 0.1
H -2.188371 2.463309 -2.444179 0.1 -0.1 0.0
H -3.754691 1.289670 2.292474 0.0 0.0 0.0
H -2.079287 1.403612 1.785756 0.3 0.3 -0.1
H -2.655807 -0.064363 2.572565 0.0 -0.1 0.0
H -5.358254 -0.232809 0.928011 0.0 0.0 0.0
H -4.217110 -1.475755 1.455126 0.0 0.0 0.0
H -4.565006 -1.282516 -0.261880 0.0 0.0 -0.1
H -4.997687 1.507436 -0.750005 0.0 0.0 0.0
H -5.656651 0.191248 -1.739792 0.1 0.0 0.0
H -4.973414 1.629150 -2.511769 0.0 0.0 0.0
H -2.246290 -0.834632 -2.887408 0.0 0.0 0.0
H -3.353637 0.177326 -3.800263 0.0 0.0 0.1
H -3.959071 -1.274724 -2.980790 0.0 0.0 0.1
H 4.601901 -3.101300 -1.213545 0.0 0.0 0.0
H 4.594642 -2.106274 0.240338 0.0 0.0 0.0
H 4.771562 -1.338633 -1.335796 0.0 0.0 0.0
H 1.114620 -3.060373 -0.271195 -0.1 0.0 -0.1
H 1.927014 -2.225947 1.054424 0.0 0.1 0.1
H 2.646197 -3.669621 0.344857 0.0 0.0 0.0
```
Forces are in eV/Å.